Record 1
Computed, not measured: a structure of composition C29H27N2O6P2S3V, with the ωB97M-V functional and the def2-TZVPD basis.

## Properties
* E_tot: -122545.1796 eV
* 2S+1: 1
* highest occupied orbital energy: -8.3 eV

```
70
C29H27N2O6P2S3V | the Open Molecules 2025 dataset | the ωB97M-V functional and the def2-TZVPD basis
V -0.43449 -0.38902 -0.64311
S -2.55107 1.10643 -1.67367
S 0.46879 -1.62473 2.43955
S 0.68115 -1.16191 -2.88395
P 1.92532 -1.04141 1.28445
P 2.04279 -0.20276 -1.80179
O -3.48213 -0.16956 0.51885
O -0.96010 -2.25282 -0.63910
O -0.71525 2.06083 0.73096
O -3.03843 -0.14344 -2.20132
O -3.07717 2.33996 -2.16852
O -1.00257 1.08522 -1.77419
N -1.31224 0.79229 0.65564
N -1.75427 -1.49095 0.09064
C 2.94449 -2.42844 0.70898
C 4.35106 0.61552 4.08923
C -3.99929 -2.48780 0.08799
C 3.68590 1.16430 1.45319
C 5.04341 -3.54860 0.37309
C -3.01592 -1.38488 0.20897
C 4.32927 -2.44843 0.82590
C 4.60133 1.96720 2.11822
C 3.09877 0.08534 2.10240
C 2.62093 4.13009 -3.18624
C 4.81212 -0.19133 -1.45964
C 1.34174 -0.23514 -0.18292
C 3.70507 -0.91025 -1.90328
C 2.99398 -4.59990 -0.31907
C -2.66759 0.96754 0.23345
C 5.12685 -2.76228 -2.46952
C -3.41589 2.15739 0.78973
C 2.27594 -3.50859 0.13538
C 6.07057 -0.76679 -1.51481
C 2.07860 2.58296 -1.42909
C 3.86384 -2.19605 -2.40841
C 6.22807 -2.04992 -2.02169
C 2.25827 3.88591 -1.87094
C 2.81245 3.07072 -4.06400
C 2.26343 1.52353 -2.30694
C 3.43336 -0.18145 3.42776
C 4.93726 1.69103 3.43512
C 2.64070 1.77045 -3.62474
C 4.37853 -4.62257 -0.19715
H -3.43999 2.08878 1.87632
H 5.64985 2.31671 3.95689
H 5.04652 2.81071 1.60665
H 7.21415 -2.49381 -2.06877
H 4.85492 -1.60437 1.25418
H 2.47310 -5.43743 -0.76498
H -3.62452 -3.20627 -0.63954
H 2.99508 -2.74899 -2.74223
H 4.60369 0.40382 5.11994
H 3.09227 3.25935 -5.09194
H -2.93220 3.08429 0.50105
H 2.75926 5.14663 -3.53038
H -4.11973 -2.99208 1.04762
H 6.93017 -0.21027 -1.16562
H -0.60671 2.36441 -0.19196
H 1.19503 -3.48735 0.05615
H 3.42161 1.39190 0.42443
H 2.78349 0.94335 -4.31120
H 6.12200 -3.56216 0.46535
H 2.95430 -1.00801 3.93912
H 5.24724 -3.76353 -2.86149
H -4.42994 2.15127 0.39491
H 2.11732 4.70848 -1.18199
H 4.93764 -5.48231 -0.54385
H 4.69716 0.81585 -1.07249
H -4.95645 -2.08535 -0.23099
H 1.81346 2.38822 -0.39572
```

Record 2
Computed, not measured: a structure of composition C29H27N9O3S2Sc, with the ωB97M-V functional and the def2-TZVPD basis.

## Properties
* net charge: +1
* energy relative to the best compared isomer or geometry (same formula, charge and spin): 24.9 kJ/mol
* E_tot: -92435.6398 eV
* 2S+1: 1
* highest occupied orbital energy: -9.9 eV

```
71
C29H27N9O3S2Sc | the Open Molecules 2025 dataset | the ωB97M-V functional and the def2-TZVPD basis
Sc 0.66784 0.57971 0.03896
S 0.87699 1.85066 -2.44127
S -2.38769 2.81169 -0.81073
O 1.77168 -0.83038 0.91689
O 2.35360 1.70919 0.00372
O 0.06974 2.41061 1.37531
N -3.42486 4.95527 -1.95267
N -1.21818 -0.53443 -0.81717
N 0.75598 -2.91451 -2.82306
N 1.30720 -1.10884 -1.69458
N -2.16701 -2.24872 -1.81259
N 3.12392 2.00652 -1.04402
N -1.19658 4.62180 -2.34113
N -0.51201 -0.05383 1.84701
N -0.76728 -1.25459 2.13937
C 2.55207 2.12939 -2.27157
C 2.11970 -2.76878 -2.94395
C 0.31973 -4.67610 1.39530
C 0.47648 3.76561 1.12004
C -0.00268 -2.25080 1.58716
C 5.28787 2.54799 -1.80441
C -1.84769 -3.85546 2.10272
C 1.30658 -2.02562 1.12738
C 3.42744 2.48506 -3.31757
C -0.93791 2.23241 2.30276
C -0.51995 -3.59332 1.71137
C 0.31927 -1.88594 -2.06104
C 1.67678 -4.41256 1.02265
C -0.17498 -5.99255 1.47757
C -2.33282 4.19851 -1.75925
C -1.26006 0.90871 2.58051
C -2.24554 0.61191 3.51034
C 4.76191 2.69151 -3.09457
C -2.56219 -0.53758 -0.51308
C 2.44264 -1.65181 -2.23549
C -2.91745 1.64268 4.14317
C -1.02095 -1.57741 -1.59828
C -1.60719 3.27112 2.92971
C -1.46847 -6.22883 1.86130
C 4.43719 2.20666 -0.79326
C -2.30711 -5.14600 2.17684
C -2.59892 2.96219 3.85141
C -3.16368 -1.58976 -1.12191
C 2.16129 -3.15391 0.91204
H -0.41740 3.97207 -2.36402
H -3.32628 -5.33328 2.48732
H -2.29345 -3.06942 -2.37908
H -0.35638 4.30981 0.67499
H -3.12628 3.76774 4.34278
H -3.00697 0.21268 0.11629
H -3.40217 5.81058 -2.48006
H 6.33438 2.69973 -1.59095
H -2.49967 -3.02750 2.34319
H 2.32894 -5.25747 0.83240
H 2.71831 -3.45933 -3.50820
H -4.18232 -1.92912 -1.12898
H -3.68866 1.41762 4.86569
H -4.27225 4.69614 -1.48046
H 1.30408 3.69763 0.42541
H 3.18645 -2.95584 0.63321
H -2.46801 -0.42294 3.72673
H -1.21574 5.35495 -3.03126
H 3.41171 -1.20962 -2.08644
H 0.79855 4.22222 2.05563
H 5.40986 2.95963 -3.91736
H -1.84289 -7.24099 1.92853
H 4.71369 2.06390 0.23949
H 3.00067 2.58311 -4.30440
H -1.37946 4.29989 2.70503
H 0.48740 -6.81709 1.24369
H 0.20917 -3.65260 -3.23112
```

Record 3
Computed, not measured: a cluster of 2 separate species, C29H28BClF6O2S in total, with the ωB97M-V functional and the def2-TZVPD basis.

## Properties
* structure (SMILES): CC1(C)COB([C@@H]2C=C(c3ccc(Cl)cc3)CC2)OC1.Cc1ccc(-c2cc(C(F)(F)F)cc(C(F)(F)F)c2)s1
* energy relative to the best compared isomer or geometry (same formula, charge and spin): 0.0 kJ/mol
* E_tot: -74962.0092 eV
* 2S+1: 1
* highest occupied orbital energy: -7.4 eV

```
68
C29H28BClF6O2S | the Open Molecules 2025 dataset | the ωB97M-V functional and the def2-TZVPD basis
Cl 5.28979 0.85850 2.70810
S -3.14640 2.23168 1.72979
F 2.01982 5.43866 2.23480
F 2.20616 2.31160 -2.79804
F 2.35664 0.34743 -1.79826
F 0.84048 4.30716 3.72817
F 3.78816 1.95640 -1.31578
F 2.89196 3.65804 3.20285
O -3.39042 -3.04967 1.86417
O -3.42878 -1.82660 3.93843
C -1.22809 -2.90122 3.27467
C 1.20375 3.29609 1.59373
C -0.04602 2.71804 1.70690
C 3.27645 -0.19825 1.29106
C 1.56489 2.15098 -0.49903
C -0.66185 -3.58957 2.03464
C -0.93518 -1.44648 3.11575
C -6.01593 -2.75003 2.63882
C -0.16315 -2.42984 1.11207
C -6.19876 -0.49595 1.58516
C 1.72258 4.18413 2.68771
C -0.26193 -1.11520 1.95091
C -4.17110 2.68440 0.43749
C 1.35107 0.42919 3.23660
C 2.01791 3.01252 0.48848
C -4.42037 -0.89591 3.36664
C -4.12130 -1.95590 1.21872
C -0.53960 1.90546 0.64801
C 3.66060 0.40331 2.48728
C -3.84632 1.96188 -0.70841
C 0.29375 1.60579 -0.45947
C -5.22570 -1.50700 2.20475
C 0.98021 -0.34514 2.09656
C -5.25320 3.71231 0.56401
C -1.90639 1.46084 0.57790
C 2.69660 0.71995 3.45699
C 1.94489 -0.48532 1.07631
C 2.47869 1.71009 -1.60359
C -2.58993 1.29080 -0.64214
B -2.86182 -2.76437 3.10288
H -0.94164 -3.40086 4.22087
H -6.69404 -0.91932 0.70477
H -6.44534 -3.20938 1.72968
H -0.08286 0.98796 -1.27192
H -3.45094 -1.09948 1.02217
H -5.03217 -0.63360 4.22518
H -4.98410 4.57014 1.19588
H -1.05221 -0.69782 3.90271
H -6.13172 3.19826 0.99252
H -0.87155 -2.31668 0.27047
H -5.32129 -3.46954 3.10019
H -2.12823 0.79031 -1.50496
H -3.90832 0.01988 3.02346
H -4.53370 -2.28307 0.26143
H -0.67482 2.92416 2.57964
H -7.00466 -0.20333 2.27612
H -4.41945 2.08345 -1.62495
H -5.70319 0.43304 1.27390
H 3.01926 3.40876 0.46677
H 4.03869 -0.46637 0.56079
H -5.55021 4.10980 -0.42268
H 0.79490 -2.70338 0.63890
H -1.46511 -4.07506 1.48190
H 1.62064 -0.88268 0.11645
H 0.10321 -4.35414 2.25544
H 0.58546 0.77690 3.93852
H 3.04623 1.14216 4.39921
H -6.81155 -2.49881 3.35688
```

- What is the highest occupied orbital energy in the third record?
  -7.4 eV

- Number 2 is which compound?
  C29H27N9O3S2Sc